89
Properties=species:S:1:pos:R:3:forces:R:3 method="wB97M-V/def2-TZVPD" homo_lumo_gap_ha=0.261 e_homo_ev=-8.40 max_force_ev_per_a=7.13 smiles=CC[C@H](F)c1cccc2nccnc12.COCCOC.COCCOC.COCCOC.COCCOC charge=0
C -1.692 -4.114 -3.556 -0.7 -0.3 -1.2
C -0.097 -4.192 -3.942 0.1 0.8 -0.4
C 0.923 -4.207 -2.658 0.1 -0.1 -0.1
F 2.160 -4.943 -3.116 -2.4 1.4 1.0
C 0.339 -4.953 -1.316 -1.1 -2.8 1.7
C -0.228 -6.517 -1.435 0.5 3.0 3.2
C -0.793 -7.316 -0.098 1.4 4.7 1.1
C -0.772 -6.477 1.317 0.7 -0.2 -3.2
C -0.194 -4.921 1.483 -0.2 -1.1 -0.8
N -0.225 -4.341 2.869 2.6 4.2 -5.1
C 0.344 -2.952 2.849 -0.3 -1.9 -2.0
C 0.926 -2.186 1.538 -1.2 -2.9 -1.1
N 0.925 -2.771 0.154 -1.9 -2.1 6.1
C 0.356 -4.162 0.153 0.0 -0.6 -0.4
H -2.033 -3.071 -3.115 1.0 -2.2 -0.7
H -2.287 -4.228 -4.584 1.3 0.3 2.2
H -2.073 -5.000 -2.876 1.0 1.9 -1.2
H 0.170 -5.072 -4.703 -0.7 1.7 2.0
H 0.143 -3.194 -4.548 -0.4 -2.2 1.3
H 1.271 -3.085 -2.450 -0.7 -2.8 -0.1
H -0.208 -7.038 -2.482 0.0 1.2 2.3
H -1.204 -8.433 -0.184 1.0 2.9 0.3
H -1.185 -7.032 2.281 1.1 1.5 -2.2
H 0.376 -2.363 3.882 -0.1 -1.5 -2.5
H 1.366 -1.094 1.684 -1.1 -2.6 -0.5
C 0.704 1.660 4.646 0.2 -0.2 -0.2
O 0.066 0.436 4.293 -0.2 0.3 0.2
C -1.145 0.227 5.021 -0.1 -0.3 -0.5
C -2.377 0.569 4.177 0.2 0.5 0.3
O -2.431 1.972 3.885 0.3 -0.4 -0.1
C -1.977 2.271 2.570 -0.1 0.1 0.1
H 1.466 1.877 3.892 -0.1 -0.1 0.1
H 0.002 2.493 4.680 -0.1 0.0 0.0
H 1.194 1.550 5.618 0.0 0.1 0.0
H -1.142 0.797 5.959 0.0 0.0 -0.2
H -1.185 -0.838 5.280 0.0 0.1 0.0
H -3.278 0.328 4.746 0.0 0.0 0.0
H -2.396 -0.019 3.252 0.1 0.0 0.1
H -2.748 1.996 1.843 0.1 0.0 -0.1
H -1.045 1.752 2.331 0.0 0.0 0.0
H -1.801 3.349 2.503 -0.1 -0.1 0.1
C -3.531 -3.009 -7.003 0.2 -0.3 0.1
O -3.779 -4.390 -7.252 -0.3 0.4 -0.1
C -5.163 -4.658 -7.483 0.3 -0.4 -0.3
C -5.465 -4.817 -8.976 0.0 0.6 0.2
O -5.268 -3.582 -9.678 0.3 -0.4 0.2
C -4.026 -3.542 -10.370 -0.1 0.1 -0.1
H -2.455 -2.836 -7.086 -0.1 -0.1 0.0
H -4.043 -2.365 -7.719 -0.1 0.0 0.0
H -3.850 -2.757 -5.987 0.0 0.1 0.0
H -5.794 -3.879 -7.036 0.1 0.0 -0.1
H -5.396 -5.604 -6.978 0.0 0.1 -0.1
H -6.515 -5.091 -9.101 0.0 0.0 0.0
H -4.855 -5.613 -9.419 0.0 0.1 0.1
H -4.091 -4.153 -11.276 0.1 0.0 0.0
H -3.199 -3.893 -9.748 -0.1 0.0 0.0
H -3.827 -2.506 -10.660 -0.2 -0.1 0.1
C 7.045 4.185 4.269 0.2 -0.2 0.1
O 6.838 2.997 5.030 -0.4 0.3 -0.1
C 5.695 3.092 5.881 0.1 -0.5 -0.1
C 4.487 2.360 5.286 0.1 0.6 -0.2
O 4.033 3.001 4.086 0.3 -0.3 0.1
C 4.476 2.333 2.911 -0.1 0.1 0.0
H 7.762 3.959 3.474 -0.1 -0.1 0.2
H 6.122 4.545 3.813 -0.1 0.0 0.0
H 7.467 4.962 4.913 0.0 0.1 -0.1
H 5.451 4.140 6.096 0.0 -0.1 -0.1
H 5.960 2.612 6.831 0.0 0.0 -0.1
H 3.661 2.397 5.999 0.0 0.0 0.1
H 4.720 1.306 5.095 0.1 0.1 0.0
H 3.884 1.424 2.760 0.1 -0.1 -0.1
H 5.537 2.075 2.963 -0.1 0.0 0.0
H 4.321 2.998 2.057 0.0 0.0 0.2
C 1.534 5.299 2.072 0.2 0.2 0.2
O 1.765 6.686 1.843 -0.3 -0.3 -0.3
C 1.416 7.080 0.515 -0.1 0.5 0.3
C 0.053 7.780 0.475 0.0 -0.6 -0.1
O -1.004 6.874 0.817 0.4 0.3 0.2
C -1.442 7.032 2.161 -0.1 -0.1 -0.1
H 1.579 5.120 3.151 0.1 0.1 -0.1
H 0.558 4.980 1.707 -0.1 0.0 -0.1
H 2.320 4.712 1.587 0.0 -0.1 0.0
H 1.435 6.221 -0.168 -0.1 0.1 0.1
H 2.182 7.790 0.178 -0.1 0.0 0.0
H -0.140 8.127 -0.543 0.0 0.0 0.0
H 0.041 8.655 1.136 0.1 -0.1 0.0
H -2.061 7.931 2.243 0.0 0.0 0.1
H -0.603 7.098 2.859 0.0 0.0 -0.1
H -2.050 6.162 2.430 0.1 0.1 -0.2